# CHI3O

2 unconnected molecules or ions with the total composition CHI3O (wB97M-V/def2-TZVPD, OMol25).

Atoms and positions in Å:
C: -1.13425 0.14427 -0.11091
O: -1.86282 -0.70705 -0.46316
I: -1.55434 1.73782 1.28156
I: -5.44986 -1.31169 0.93398
I: -5.01170 0.37150 -1.09118
H: -0.14271 0.34141 -0.27413

Force components x, y, z for each atom (eV/Å):
C -2.34 -0.12 1.10
O 0.24 0.14 -0.05
I -0.53 0.11 0.19
I 0.09 0.20 -0.23
I -0.18 -0.14 0.19
H 2.72 -0.20 -1.20

## Properties
Electronic energy (eV): -27402.207
SMILES: O=CI.II
Energy relative to the best compared isomer or geometry (same formula, charge and spin) (kcal per mole): 5.9

Atomic partial charges in e from the Löwdin method, atoms 1 to 2:
1 C -0.709
2 O -0.071


# CHINO2P

2 unconnected molecules or ions with the total composition CHINO2P (wB97M-V/def2-TZVPD, OMol25).

Atoms and positions in Å:
C: 0.30843 -1.26799 -2.31376
N: 0.23773 -0.20464 -2.78273
O: 0.09013 0.95522 -3.03383
O: 1.25464 3.38401 0.45982
P: 2.55893 3.03075 -0.02934
I: 2.36258 2.99538 -2.43315
H: 0.07646 -2.28546 -2.21079

Force components x, y, z for each atom (eV/Å):
C 0.21 1.16 -0.84
N -0.70 -0.60 1.30
O 0.22 -0.09 -0.62
O -1.70 0.49 1.04
P 1.54 -0.42 -0.53
I 0.38 0.14 -0.43
H 0.06 -0.67 0.07

## Properties
Electronic energy (eV): -24024.879
SMILES: C#[N+][O-].O=PI
Energy relative to the best compared isomer or geometry (same formula, charge and spin) (kcal per mole): 68.2

Atomic partial charges in e from the Löwdin method, atoms 1 to 2:
1 C 0.149
2 N -0.221


# CHIOS2

A molecular structure, CHIOS2 (wB97M-V/def2-TZVPD, OMol25).

Atoms and positions in Å:
C: -0.89297 0.21909 0.00032
O: 0.69292 -1.52775 -0.13193
S: -0.40463 1.37974 -1.12721
S: -0.15662 1.30531 1.02057
I: 2.28616 -0.63126 0.02511
H: -1.52486 -0.74513 0.21313

Force components x, y, z for each atom (eV/Å):
C -0.47 -3.81 0.88
O -2.67 0.37 -0.09
S 0.00 -0.16 0.40
S 0.01 0.35 -0.37
I 1.92 0.83 0.10
H 1.21 2.43 -0.91

## Properties
Electronic energy (eV): -32866.840
Energy relative to the best compared isomer or geometry (same formula, charge and spin) (kcal per mole): 110.9

Atomic partial charges in e from the Löwdin method, atoms 1 to 2:
1 C -1.030
2 O -1.095


# CHIOS2

2 unconnected molecules or ions with the total composition CHIOS2 (wB97M-V/def2-TZVPD, OMol25).

Atoms and positions in Å:
C: 1.33815 0.27622 -0.01407
O: -0.68286 -1.35120 0.11198
S: 1.76789 1.87358 -0.11595
S: -0.33697 0.03538 0.42074
I: -4.21459 -0.37812 -0.17263
H: 2.12837 -0.45587 -0.23008

Force components x, y, z for each atom (eV/Å):
C 0.31 1.86 0.06
O -0.70 -1.11 0.01
S -0.26 -0.80 0.16
S 1.53 0.44 -0.38
I 0.05 -0.02 0.01
H -0.93 -0.37 0.16

## Properties
Electronic energy (eV): -32868.987
Energy relative to the best compared isomer or geometry (same formula, charge and spin) (kcal per mole): 61.4

Atomic partial charges in e from the Löwdin method, atoms 1 to 2:
1 C -0.929
2 O -0.578


Question: The lowest energy relative to the best compared isomer or geometry (same formula, charge and spin) belongs to which entry?
Answer: CHI3O


Question: Among the records above, which one has the lowest electronic energy?
Answer: number 4